11
Properties=species:S:1:pos:R:3:forces:R:3:lowdin_charge:R:1 method="wB97M-V/def2-TZVPD" e_tot_ev=-18797.8213 homo_ev=-10.7 smiles="O=C(Cl)C1CC1" fmax_ev_per_a=2.8
C -1.2247 0.9019 0.3504 0.5319 -0.2917 2.1684 -0.82
C 0.5538 -1.0131 0.4493 -1.9369 -0.4306 -1.0054 -0.08
C 0.5345 -0.4830 -0.9965 -1.6373 -0.6057 2.2427 -0.08
C 0.1452 0.4216 0.1617 2.1814 0.1550 -0.7914 -0.32
O -2.1107 0.2553 0.7961 -0.8308 -0.6047 -0.7598 0.06
Cl -1.3594 2.6450 0.4178 -0.0387 0.8230 -0.5569 0.68
H -0.3474 -1.6955 0.6942 2.0100 1.0952 -0.0853 0.14
H 1.5659 -1.1435 0.8679 -0.9870 -0.1973 0.0211 0.11
H 1.4741 -0.2651 -1.3302 2.1082 0.4883 -1.3393 0.06
H -0.2073 -0.7608 -1.7117 -0.3284 -0.3766 -0.1456 0.10
H 0.9759 1.1373 0.3011 -1.0725 -0.0548 0.2514 0.14